P.
A 2-piece molecular cluster, C4H13N3O overall. Source: OMol25; level of theory: ωB97M-V with the def2-TZVPD basis set.

Structure (XYZ):
```
21
C4H13N3O ωB97M-V with the def2-TZVPD basis set
N -2.230 -1.371 0.159
C -2.327 -0.638 -1.002
N -1.719 0.473 -1.190
C -0.656 0.896 -0.313
C 0.645 0.542 -1.119
C 1.852 0.407 -0.193
N 2.915 1.409 -0.526
H -2.331 -2.371 0.133
H -1.735 -1.029 0.967
H -3.072 -0.890 -1.735
H -0.768 1.971 -0.183
H -0.533 0.420 0.670
H 0.908 1.338 -1.820
H 0.575 -0.309 -1.789
H 2.403 -0.557 -0.111
H 1.556 0.509 0.858
H 3.341 1.695 0.353
H 2.475 2.269 -0.842
O -0.720 -1.581 2.836
H -0.030 -0.911 2.677
H -0.549 -2.271 2.172
```

The total charge is 0. As for the structure (SMILES): N/C=N\CCCN.O. As for the frontier orbital gap: 0.3462 Eh.



Q.
A 2-piece molecular cluster, C4H13N3O overall. Source: OMol25; level of theory: ωB97M-V with the def2-TZVPD basis set.

Structure (XYZ):
```
21
C4H13N3O ωB97M-V with the def2-TZVPD basis set
C 1.369 -0.577 -0.506
C 2.469 0.314 -1.066
O 1.759 -1.152 0.760
H 2.588 -1.638 0.655
H 1.194 -1.387 -1.230
H -0.202 -0.601 -0.175
H 3.404 -0.242 -1.244
H 2.711 1.133 -0.383
H 2.161 0.747 -2.022
C -1.261 0.849 0.693
N -2.119 1.637 0.021
N -0.048 1.398 1.054
N -2.525 -1.118 -0.021
C -1.314 -0.565 0.555
H 0.585 0.975 0.258
H 0.352 0.879 1.834
H -1.942 2.627 -0.013
H -2.948 1.207 -0.362
H -2.320 -1.668 -0.846
H -3.021 -1.710 0.635
H -0.893 -1.107 1.404
```

The total charge is 0. As for the frontier orbital gap: 0.2881 Eh.



Most stable pick: P. Distance to second place: 0.0790 hartree.



P.
The molecule C23H32N2O4. Source: OMol25; level of theory: ωB97M-V with the def2-TZVPD basis set.

Structure (XYZ):
```
61
C23H32N2O4 ωB97M-V with the def2-TZVPD basis set
C -9.121 -0.710 1.653
O -9.079 0.226 0.607
C -7.860 0.920 0.488
C -6.742 0.084 -0.149
C -5.501 0.939 -0.349
O -5.448 2.093 0.029
N -4.458 0.356 -0.993
C -4.338 -1.029 -1.381
C -3.288 -1.731 -0.517
C -1.943 -1.011 -0.638
O -1.047 -1.668 0.240
C 0.299 -1.540 0.077
C 1.078 -2.250 0.993
C 2.453 -2.216 0.923
C 3.089 -1.463 -0.058
C 4.585 -1.457 -0.160
O 5.216 -2.381 -0.641
N 5.171 -0.345 0.319
C 4.508 0.766 0.977
C 5.657 1.735 1.279
C 5.982 2.617 0.070
C 6.159 1.785 -1.203
C 7.046 0.562 -0.968
C 6.615 -0.157 0.315
C 6.817 0.768 1.510
C 2.317 -0.763 -0.971
C 0.933 -0.794 -0.911
C -2.126 0.465 -0.267
C -3.217 1.091 -1.135
H -8.826 -0.254 2.606
H -10.153 -1.050 1.721
H -8.474 -1.575 1.462
H -8.071 1.780 -0.152
H -7.527 1.293 1.465
H -6.494 -0.761 0.497
H -7.096 -0.298 -1.109
H -5.294 -1.540 -1.296
H -4.024 -1.064 -2.432
H -3.177 -2.770 -0.828
H -3.594 -1.717 0.530
H -1.587 -1.097 -1.676
H 0.572 -2.830 1.749
H 3.044 -2.779 1.629
H 3.741 1.214 0.341
H 4.025 0.426 1.901
H 5.439 2.358 2.149
H 6.901 3.169 0.281
H 5.186 3.349 -0.083
H 6.586 2.408 -1.991
H 5.182 1.447 -1.551
H 6.962 -0.121 -1.815
H 8.092 0.858 -0.872
H 7.108 -1.128 0.401
H 7.788 1.258 1.504
H 6.697 0.227 2.449
H 2.797 -0.191 -1.753
H 0.371 -0.237 -1.644
H -1.192 1.013 -0.391
H -2.416 0.525 0.784
H -3.408 2.121 -0.830
H -2.916 1.075 -2.189
```

The total charge is 0. As for the structure (SMILES): COCCC(=O)N1CCC(Oc2ccc(C(=O)N3C[C@@H]4CCC[C@H]3C4)cc2)CC1. As for the frontier orbital gap: 0.3378 Eh.



Q.
The molecule C23H32N2O4. Source: OMol25; level of theory: ωB97M-V with the def2-TZVPD basis set.

Structure (XYZ):
```
61
C23H32N2O4 ωB97M-V with the def2-TZVPD basis set
C -1.693 -4.409 0.269
O -1.933 -3.211 -0.432
C -1.006 -2.221 -0.351
C 0.116 -2.255 0.464
C 1.009 -1.190 0.497
C 2.213 -1.312 1.373
O 2.779 -2.373 1.557
N 2.599 -0.157 1.961
C 3.876 -0.007 2.616
C 4.703 1.101 1.953
C 4.753 1.009 0.445
C 4.788 -0.140 -0.215
C 4.784 -0.257 -1.708
C 4.395 1.056 -2.380
C 5.157 2.204 -1.729
C 4.739 2.336 -0.268
C 0.808 -0.094 -0.328
C -0.301 -0.055 -1.157
C -1.224 -1.089 -1.164
O -2.295 -1.070 -2.031
C -3.477 -0.405 -1.609
C -3.305 1.111 -1.461
C -4.644 1.747 -1.088
N -5.158 1.160 0.132
C -5.162 1.896 1.272
C -5.626 1.200 2.535
O -4.836 3.068 1.274
C -5.371 -0.263 0.023
C -4.054 -0.970 -0.307
H -2.514 -5.073 0.004
H -0.745 -4.865 -0.030
H -1.692 -4.248 1.352
H 0.331 -3.105 1.091
H 2.090 0.688 1.757
H 3.728 0.233 3.675
H 4.376 -0.975 2.549
H 5.716 1.070 2.362
H 4.274 2.070 2.225
H 4.820 -1.081 0.315
H 4.092 -1.051 -2.000
H 5.782 -0.562 -2.040
H 4.613 1.010 -3.448
H 3.322 1.223 -2.265
H 4.967 3.141 -2.256
H 6.228 1.998 -1.782
H 5.408 3.030 0.251
H 3.731 2.763 -0.212
H 1.527 0.711 -0.362
H -0.451 0.778 -1.826
H -4.176 -0.608 -2.430
H -2.939 1.538 -2.396
H -2.580 1.321 -0.672
H -4.526 2.818 -0.914
H -5.373 1.589 -1.891
H -5.619 1.932 3.338
H -6.637 0.816 2.417
H -4.957 0.384 2.797
H -5.791 -0.662 0.944
H -6.090 -0.442 -0.786
H -4.212 -2.043 -0.410
H -3.339 -0.803 0.503
```

The total charge is 0. As for the structure (SMILES): COc1cc(C(=O)NCCC2=CCCCC2)ccc1OC1CCN(C(C)=O)CC1. As for the frontier orbital gap: 0.3417 Eh.



Most stable pick: P. Distance to second place: 0.0104 hartree.



P.
C3H7NOS2 as an isolated structure. Source: OMol25; level of theory: ωB97M-V with the def2-TZVPD basis set.

Structure (XYZ):
```
14
C3H7NOS2 ωB97M-V with the def2-TZVPD basis set
C 0.193 0.012 -0.356
C -1.619 -1.030 -2.185
C 0.763 0.193 2.135
N 1.530 2.153 0.264
O -0.767 -1.353 0.443
S -0.631 0.426 -1.755
S 1.532 0.634 0.501
H -2.002 -0.779 -3.144
H -2.400 -1.286 -1.427
H -0.927 -1.932 -2.073
H 1.327 0.572 3.004
H 0.712 -0.891 2.136
H -0.193 0.644 2.297
H 2.481 2.638 0.160
```

The total charge is 0. As for the frontier orbital gap (alpha / beta): 0.2835 / 0.2836 Eh.



Q.
A 2-piece molecular cluster, C3H7NOS2 overall. Source: OMol25; level of theory: ωB97M-V with the def2-TZVPD basis set.

Structure (XYZ):
```
14
C3H7NOS2 ωB97M-V with the def2-TZVPD basis set
C 0.123 -0.804 -0.094
C -2.024 -1.421 -0.044
C 1.493 1.727 0.520
N 1.360 -0.785 -0.490
O -0.725 -1.666 -0.607
S -1.683 2.237 -0.279
S 2.488 0.416 -0.153
H -2.421 -0.422 -0.340
H -1.895 -1.399 1.069
H -2.618 -2.226 -0.369
H 1.501 1.340 1.540
H 0.553 1.678 0.045
H 2.048 2.674 0.540
H 1.800 -1.349 -1.337
```

The total charge is 0. As for the frontier orbital gap (alpha / beta): 0.2201 / 0.2153 Eh.



Most stable pick: Q. Distance to second place: 0.0391 hartree.



P.
The molecule C3H7NOS2. Source: OMol25; level of theory: ωB97M-V with the def2-TZVPD basis set.

Structure (XYZ):
```
14
C3H7NOS2 ωB97M-V with the def2-TZVPD basis set
N 0.903 -1.075 -1.564
C 0.930 -1.162 -0.139
C 0.577 -2.585 0.285
O 1.077 -3.537 -0.257
C 0.039 -0.122 0.490
S -0.022 1.510 -0.289
S -1.572 2.355 0.741
H 1.597 -1.676 -1.981
H -0.034 -1.185 -1.926
H 1.966 -0.978 0.166
H -0.138 -2.778 1.111
H -0.059 -0.168 1.575
H -0.985 -0.509 0.304
H -1.081 2.907 1.871
```

The total charge is 0. As for the structure (SMILES): N[C@H](C=O)CSS. As for the frontier orbital gap: 0.3567 Eh.



Q.
A 2-piece molecular cluster, C3H7NOS2 overall. Source: OMol25; level of theory: ωB97M-V with the def2-TZVPD basis set.

Structure (XYZ):
```
14
C3H7NOS2 ωB97M-V with the def2-TZVPD basis set
C -0.202 -0.491 -1.147
C -1.118 -1.210 -0.102
C -0.853 1.334 0.068
N -0.118 0.903 -0.840
O -3.474 0.441 0.381
S 3.808 0.561 0.701
S -2.079 0.209 0.897
H 0.783 -0.812 -1.013
H -0.487 -0.625 -2.142
H -2.003 -1.628 -0.535
H -0.675 -1.883 0.553
H -0.848 2.355 0.338
H 3.371 -0.607 1.106
H 3.894 1.454 1.735
```

The total charge is 0. As for the frontier orbital gap: 0.3483 Eh.



Most stable pick: P. Distance to second place: 0.0619 hartree.



P.
C4H4PS as an isolated structure. Source: OMol25; level of theory: ωB97M-V with the def2-TZVPD basis set.

Structure (XYZ):
```
10
C4H4PS ωB97M-V with the def2-TZVPD basis set
C 0.235 0.075 -0.528
C 0.321 -0.050 0.878
C -0.895 -0.557 -0.887
C -0.398 -0.539 1.821
P -1.809 -0.996 0.669
S 2.940 2.122 -0.086
H 0.866 0.745 -1.285
H 1.699 2.087 0.408
H -1.316 -0.547 -1.837
H -1.643 -2.340 0.845
```

The total charge is -1. As for the frontier orbital gap (alpha / beta): 0.2055 / 0.2055 Eh.



Q.
An isolated ion of composition C4H4PS and charge -1. Source: OMol25; level of theory: ωB97M-V with the def2-TZVPD basis set.

Structure (XYZ):
```
10
C4H4PS ωB97M-V with the def2-TZVPD basis set
P -1.738 1.032 -2.390
C -0.604 -0.076 -1.632
C -0.210 -0.689 -0.534
C 0.993 -0.342 0.122
C 1.090 -0.248 1.504
S -0.084 0.046 2.619
H -2.439 1.491 -1.274
H -0.925 -1.253 0.031
H 1.856 0.090 -0.373
H 2.061 -0.050 1.928
```

The total charge is -1. As for the structure (SMILES): P=C=C/C=C\[S-]. As for the frontier orbital gap (alpha / beta): 0.2398 / 0.2398 Eh.



Most stable pick: Q. Distance to second place: 0.0685 hartree.



P.
The molecule C18H19N3O3S. Source: OMol25; level of theory: ωB97M-V with the def2-TZVPD basis set.

Structure (XYZ):
```
44
C18H19N3O3S ωB97M-V with the def2-TZVPD basis set
C 2.326 -1.015 -3.745
C 0.975 -1.701 -3.610
O 0.252 -1.144 -2.511
C -0.060 -1.964 -1.486
O 0.185 -3.146 -1.473
C -0.771 -1.242 -0.424
C -1.737 -0.276 -0.596
C -2.300 0.358 -1.816
N -2.213 0.056 0.639
C -1.586 -0.656 1.608
C -1.878 -0.464 3.045
C -0.664 -1.486 0.989
C 0.308 -2.255 1.752
O 0.113 -2.586 2.902
C 1.625 -2.650 1.108
S 2.425 -1.419 0.028
C 1.723 0.071 0.588
N 1.447 0.384 1.818
C 0.817 1.600 1.747
C 0.276 2.390 2.754
C -0.335 3.570 2.382
C -0.411 3.970 1.047
C 0.128 3.205 0.031
C 0.738 2.017 0.395
N 1.345 1.019 -0.323
H 2.872 -1.453 -4.575
H 2.903 -1.146 -2.833
H 2.195 0.049 -3.934
H 0.365 -1.546 -4.506
H 1.099 -2.774 -3.435
H -2.170 1.440 -1.770
H -1.794 -0.017 -2.699
H -3.366 0.147 -1.901
H -2.923 0.751 0.809
H -0.969 -0.621 3.620
H -2.267 0.536 3.228
H -2.607 -1.199 3.386
H 1.451 -3.509 0.454
H 2.325 -2.921 1.899
H 0.340 2.080 3.784
H -0.767 4.206 3.141
H -0.900 4.902 0.805
H 0.075 3.517 -1.002
H 1.411 0.925 -1.323
```

The total charge is 0. As for the structure (SMILES): CCOC(=O)c1c(C)[nH]c(C)c1C(=O)CSc1nc2ccccc2[nH]1. As for the frontier orbital gap: 0.3191 Eh.



Q.
C18H19N3O3S as an isolated structure. Source: OMol25; level of theory: ωB97M-V with the def2-TZVPD basis set.

Structure (XYZ):
```
44
C18H19N3O3S ωB97M-V with the def2-TZVPD basis set
C 5.742 0.161 0.016
C 4.753 0.007 1.164
O 3.737 0.923 1.228
C 2.764 0.867 0.340
C 1.952 1.931 0.151
C 0.822 2.029 -0.396
C 0.531 1.028 -1.125
C 1.390 -0.373 -1.179
C 2.576 -0.324 -0.404
H 3.126 -1.084 -0.463
H 1.156 -1.228 -1.546
N -0.586 0.587 -1.858
C -1.803 1.475 -2.057
O -2.037 2.399 -1.031
C -2.859 0.894 -2.893
H -2.540 1.281 -3.790
H -3.866 1.632 -2.729
S -3.165 -0.707 -2.640
C -4.071 -0.899 -1.049
N -5.102 -0.097 -0.725
C -5.272 -0.435 0.444
C -4.259 -1.028 1.220
N -3.471 -1.396 0.146
C -2.186 -1.960 0.282
C -1.209 -1.627 1.017
C -1.314 -0.078 1.452
C -0.065 0.175 2.110
C 0.481 -1.264 2.350
O -0.115 -1.886 1.530
H 1.376 -1.437 2.704
H 0.244 0.844 2.844
H -1.884 0.637 1.156
H -1.837 -2.217 -0.838
H -2.336 -3.023 0.445
H -4.130 -1.429 1.984
H -6.280 -0.050 1.129
H -0.732 -0.246 -2.600
H 0.037 2.976 -0.190
H 2.182 2.811 1.032
H 5.560 0.248 2.288
H 4.357 -0.813 1.309
H 6.672 -0.480 0.274
H 5.339 -0.014 -0.932
H 6.321 1.190 -0.169
```

The total charge is 0. As for the frontier orbital gap: 0.2775 Eh.



Most stable pick: P. Distance to second place: 0.7967 hartree.